Here is a 2-piece molecular cluster, C3H10N2O overall in a non-equilibrium geometry from OMol25. Energies are from ωB97M-V/def2-TZVPD.

```
16
Properties=species:S:1:pos:R:3:forces:R:3:lowdin_charge:R:1
O -0.22234 2.26024 0.52647 -0.026 0.012 -0.371 -0.136
N -0.52997 -2.98530 -0.94728 0.221 0.175 0.401 -0.019
N 2.00854 1.36717 0.61061 -0.126 0.331 -0.114 -0.071
C -0.72190 -1.63321 -0.63513 0.112 0.500 -0.114 -0.451
C 0.82772 1.65089 1.32017 -0.598 0.081 -0.206 -0.566
C -1.75596 -0.92142 -1.05400 -1.070 -0.814 -0.336 -0.081
H -1.96366 0.12614 -0.89798 0.379 -0.015 0.261 0.025
H 0.18739 -3.40595 -0.37168 0.079 -0.043 0.060 0.006
H 0.98335 2.35607 2.12049 0.606 0.107 0.381 0.077
H 0.35640 0.77146 1.75393 0.015 -0.266 -0.017 0.066
H 0.05039 -1.13711 -0.06851 0.430 -0.236 0.014 0.043
H -2.52521 -1.52017 -1.55007 -0.088 0.468 -0.206 0.034
H -1.37910 -3.52608 -0.89600 -0.076 -0.048 -0.092 0.055
H 1.99920 0.65198 -0.09805 0.157 -0.202 0.160 -0.022
H 2.87830 1.82055 0.82757 -0.102 -0.004 -0.019 -0.003
H 0.13675 2.40788 -0.35664 0.089 -0.045 0.198 0.045
```
Forces are in eV/Å.

<S²>	0.750
energy	-304.9587	Eh
LUMO energy (alpha / beta)	0.15058 / 0.14986	Ha
Kohn-Sham gap (alpha / beta)	2.805 / 9.145	eV
energy above the lowest of the compared OMol25 structures with the same formula, charge and spin	1.314	eV
E_HOMO (alpha / beta)	0.0475 / -0.1862	Eh
2S+1	2
largest force on an atom	0.027	hartree/bohr
net charge	-1

=====

Here is one molecule with the formula C2H2F2O3 in a non-equilibrium geometry from OMol25. Energies are from ωB97M-V/def2-TZVPD.

```
9
Properties=species:S:1:pos:R:3:forces:R:3:lowdin_charge:R:1
F -0.73174 -1.00015 0.95687 -0.018 -0.085 0.411 0.143
F 1.50694 -1.40437 0.06616 0.837 -0.987 -0.614 0.107
O -0.59094 1.24218 0.80643 0.755 -0.687 -0.943 0.133
O -0.97774 -0.04455 -1.02543 -2.866 2.317 2.081 0.136
O 1.92001 0.66404 -0.56293 6.303 7.057 -5.035 0.325
C 1.19134 -0.10256 -0.07921 -7.059 -6.839 6.940 -0.461
C -0.34219 0.03067 0.19477 1.272 1.022 -1.898 -0.578
H -1.34380 1.13536 1.36913 -0.909 -0.063 0.627 0.111
H -0.63188 -0.52063 -1.72579 1.684 -1.735 -1.569 0.086
```
Forces are in eV/Å.

<S²>	2.007
energy	-502.6641	Eh
LUMO energy (alpha / beta)	0.02286 / -0.15529	Ha
Kohn-Sham gap (alpha / beta)	6.967 / 7.844	eV
energy above the lowest of the compared OMol25 structures with the same formula, charge and spin	0.895	eV
E_HOMO (alpha / beta)	-0.2332 / -0.4436	Eh
2S+1	3
largest force on an atom	0.234	hartree/bohr